Record 1
{"formula": "C26H30NO3PdS3", "method": "ωB97M-V/def2-TZVPD", "multiplicity": 5, "charge": 1, "homo_energy_ev": [-10.77, -10.77], "de_lowest_kcal_mol": 0.00, "elements": ["Pd", "C", "C", "C", "C", "C", "C", "C", "C", "C", "C", "H", "H", "H", "H", "H", "H", "H", "H", "H", "H", "H", "H", "H", "H", "H", "N", "C", "C", "C", "O", "O", "H", "H", "H", "H", "H", "H", "O", "C", "C", "C", "C", "C", "S", "C", "C", "C", "C", "S", "C", "C", "C", "C", "S", "H", "H", "H", "H", "H", "H", "H", "H", "H"], "coordinates": [[-0.59, -0.69, 0.55], [-2.77, 1.41, 0.31], [-1.63, 2.22, 0.05], [-0.80, 2.21, 1.21], [-1.43, 1.37, 2.18], [-2.66, 0.89, 1.63], [-3.66, 0.09, 2.37], [-0.99, 1.12, 3.58], [0.44, 2.99, 1.41], [-1.35, 2.93, -1.21], [-3.91, 1.25, -0.62], [-4.49, -0.23, 1.74], [-4.08, 0.69, 3.19], [-3.20, -0.79, 2.81], [-1.10, 0.06, 3.83], [-1.62, 1.68, 4.27], [0.04, 1.42, 3.73], [1.16, 2.45, 2.02], [0.20, 3.92, 1.95], [0.90, 3.25, 0.46], [-0.79, 2.24, -1.85], [-0.73, 3.81, -1.07], [-2.27, 3.21, -1.73], [-4.49, 2.17, -0.66], [-4.59, 0.45, -0.32], [-3.56, 1.06, -1.64], [-2.13, -1.56, -1.06], [-2.12, -3.04, -1.25], [-2.19, -3.80, 0.09], [-1.28, -2.99, 0.98], [-0.09, -2.81, 0.55], [-1.76, -2.30, 1.91], [-3.09, -1.25, -0.95], [-1.75, -1.11, -1.89], [-1.17, -3.29, -1.74], [-2.93, -3.35, -1.91], [-1.82, -4.81, -0.06], [-3.19, -3.83, 0.50], [0.51, 0.28, -0.94], [1.90, 0.06, -0.96], [2.63, 1.39, -0.92], [3.65, 1.78, -0.10], [4.08, 3.12, -0.36], [3.37, 3.71, -1.36], [2.21, 2.63, -2.03], [2.27, -0.73, -2.21], [1.60, -1.81, -2.70], [2.23, -2.39, -3.83], [3.39, -1.76, -4.15], [3.68, -0.42, -3.13], [2.29, -0.77, 0.25], [2.97, -1.92, 0.37], [2.94, -2.47, 1.70], [2.19, -1.74, 2.56], [1.58, -0.32, 1.78], [4.09, 1.14, 0.64], [4.87, 3.61, 0.18], [3.49, 4.70, -1.76], [0.69, -2.18, -2.23], [1.86, -3.25, -4.36], [4.07, -1.99, -4.95], [3.47, -2.40, -0.46], [3.44, -3.38, 1.99], [2.00, -1.91, 3.61]], "lowdin_charge": [0.983, -0.155, -0.146, -0.149, -0.192, -0.169, 0.003, -0.013, 0.004, -0.001, -0.011, 0.086, 0.113, 0.078, 0.098, 0.114, 0.075, 0.065, 0.121, 0.066, 0.087, 0.090, 0.095, 0.115, 0.081, 0.097, 0.015, -0.198, -0.077, -0.667, -0.068, -0.031, 0.075, 0.094, 0.103, 0.122, 0.130, 0.120, -0.279, -0.597, -0.515, -0.122, -0.166, -0.395, 1.050, -0.484, -0.117, -0.170, -0.400, 1.073, -0.436, -0.071, -0.132, -0.342, 1.058, 0.117, 0.107, 0.070, 0.093, 0.104, 0.069, 0.131, 0.118, 0.081]}

=====

Record 2
{"formula": "C5H9N6O", "method": "ωB97M-V/def2-TZVPD", "multiplicity": 1, "charge": 1, "homo_energy_ev": [-12.08, -12.24], "de_lowest_kcal_mol": 124.19, "elements": ["C", "C", "C", "C", "C", "N", "N", "N", "N", "N", "N", "O", "H", "H", "H", "H", "H", "H", "H", "H", "H"], "coordinates": [[1.72, 3.20, 0.32], [1.46, 1.19, -0.54], [0.31, 1.69, 0.02], [1.63, -0.01, -1.45], [-3.48, -1.92, 2.13], [0.49, 2.82, 0.62], [-2.17, -1.40, 1.96], [2.38, 2.26, -0.36], [2.66, 0.08, -2.23], [-1.60, -1.84, -0.19], [-1.44, -1.34, 1.01], [0.86, -0.96, -1.42], [2.18, 4.10, 0.74], [-3.56, -2.80, 1.56], [-4.15, -1.03, 1.88], [-3.57, -2.16, 3.18], [3.33, 2.24, -0.86], [3.20, 0.86, -2.37], [2.88, -0.72, -2.86], [-0.86, -1.64, -0.92], [-2.27, -2.62, -0.25]], "lowdin_charge": [-0.181, -0.168, 0.005, -0.508, -0.008, 0.074, 0.093, 0.099, 0.205, 0.171, 0.055, 0.004, 0.137, 0.075, 0.149, 0.102, 0.192, 0.077, 0.163, 0.119, 0.145]}

=====

Record 3
{"formula": "C2H5N3O", "method": "ωB97M-V/def2-TZVPD", "multiplicity": 1, "homo_energy_ev": [-7.41, -7.41], "de_lowest_kcal_mol": 164.48, "elements": ["C", "C", "N", "N", "N", "O", "H", "H", "H", "H", "H"], "coordinates": [[-2.33, -0.29, -0.35], [-1.40, -0.37, 0.58], [-0.61, 0.62, 0.84], [0.48, 1.01, 0.84], [2.78, 0.39, -0.34], [1.62, -0.15, 0.02], [-3.17, -1.03, -0.55], [-2.33, 0.72, -0.92], [-1.37, -1.37, 1.05], [2.76, 0.56, -1.28], [3.57, -0.08, 0.12]], "lowdin_charge": [0.003, -0.287, -0.028, 0.210, -0.065, -0.268, 0.085, 0.092, 0.136, 0.032, 0.092]}